Here is a single C13H24N4O5 molecule in a non-equilibrium geometry from OMol25. Energies are from ωB97M-V/def2-TZVPD.

Values from the calculation:
spin multiplicity = 1
E_LUMO = 0.3 eV
Kohn-Sham gap = 10.088 eV
relative energy (zero: lowest compared OMol25 entry of this formula, charge and spin) = 1.9 kcal per mole
max |F| = 0.0442 hartree/bohr
electronic energy = -30070.3638 eV
structure (SMILES) = CNC(=O)[C@@H](CC(=O)O)NC(=O)[C@@H](CCCCN)NC(C)=O

Element x y z (Å)
C 3.41 -2.48 1.66
N 2.80 -1.18 1.58
C 3.37 -0.08 1.03
O 4.52 -0.13 0.56
C 2.60 1.25 0.92
C 2.73 1.85 -0.51
C 3.93 2.78 -0.68
O 3.84 3.97 -0.94
O 5.15 2.20 -0.57
N 1.17 1.16 1.24
C 0.31 0.31 0.64
O 0.63 -0.41 -0.29
C -1.12 0.46 1.17
C -1.88 1.57 0.42
C -2.00 1.36 -1.10
C -2.97 0.28 -1.59
C -3.01 0.22 -3.14
N -4.00 -0.77 -3.64
N -1.85 -0.82 1.10
C -1.43 -1.94 1.71
C -2.33 -3.14 1.50
O -0.46 -2.00 2.48
H 4.18 -2.56 0.88
H 3.97 -2.65 2.58
H 2.65 -3.25 1.54
H 1.88 -1.15 1.97
H 3.09 1.92 1.63
H 2.85 1.00 -1.19
H 1.84 2.45 -0.73
H 5.07 1.32 -0.20
H 0.80 1.75 1.97
H -1.12 0.72 2.22
H -1.35 2.51 0.65
H -2.86 1.67 0.79
H -1.02 1.10 -1.50
H -2.29 2.30 -1.53
H -4.01 0.43 -1.21
H -2.65 -0.71 -1.37
H -2.00 -0.11 -3.43
H -3.21 1.21 -3.54
H -4.10 -0.70 -4.63
H -4.89 -0.57 -3.25
H -2.61 -0.90 0.44
H -2.48 -3.30 0.43
H -3.29 -2.94 1.96
H -1.85 -3.99 1.95


Here is a molecular structure, C13H24N4O5S2Tb in a non-equilibrium geometry from OMol25. Energies are from ωB97M-V/def2-TZVPD.

Values from the calculation:
spin multiplicity = 7
E_LUMO (alpha / beta) = -2.9 / -2.9 eV
Kohn-Sham gap (alpha / beta) = 5.273 / 4.664 eV
relative energy (zero: lowest compared OMol25 entry of this formula, charge and spin) = 0.0 kcal per mole
max |F| = 0.0575 hartree/bohr
electronic energy = -74164.1818 eV
net charge = +1

Element x y z (Å)
O 4.09 2.00 -2.10
H 4.56 2.67 -2.61
Tb 0.19 0.05 0.24
N -1.64 -0.52 -0.86
N 0.70 -0.37 -1.98
O -3.01 -0.37 -0.38
O 2.01 -0.62 -2.54
C -1.59 -0.94 -2.15
C -0.28 -0.94 -2.72
C -2.84 -1.32 -2.83
C -0.01 -1.50 -4.07
H -3.69 -0.83 -2.34
H -2.99 -2.41 -2.77
H -2.82 -1.02 -3.89
H 1.03 -1.82 -4.18
H -0.22 -0.75 -4.85
H -0.67 -2.37 -4.26
H -2.99 -0.24 0.59
H 2.59 0.14 -2.31
O 0.53 -2.41 0.32
H -0.39 -2.76 0.36
H 0.97 -2.91 -0.41
C 2.96 2.65 -1.52
H 2.88 2.39 -0.45
H 2.07 2.28 -2.05
H 3.03 3.75 -1.62
O -1.14 2.02 0.02
H -1.87 1.94 -0.63
H -1.38 2.66 0.72
C 1.41 3.99 1.07
C 1.67 2.83 1.97
N 1.00 1.68 1.93
C 1.09 1.00 3.17
C 1.99 1.59 4.04
S 2.70 3.04 3.38
C 0.14 -0.06 3.46
C -0.16 -0.58 4.71
S -1.53 -1.64 4.65
C -1.62 -1.41 2.92
N -0.71 -0.58 2.43
C -2.58 -2.22 2.14
H 0.76 4.73 1.57
H 2.36 4.48 0.83
H 0.91 3.64 0.16
H 2.24 1.19 5.02
H 0.44 -0.40 5.59
H -2.42 -3.27 2.41
H -3.61 -1.95 2.45
H -2.50 -2.10 1.06


Here is 5 unconnected molecules or ions with the total composition C13H25Cl2N2O7 in a non-equilibrium geometry from OMol25. Energies are from ωB97M-V/def2-TZVPD.

Values from the calculation:
spin multiplicity = 1
E_LUMO = 2.4 eV
Kohn-Sham gap = 7.570 eV
max |F| = 0.0986 hartree/bohr
electronic energy = -56242.7492 eV
net charge = -1

Element x y z (Å)
C -0.25 0.17 -0.19
C 0.75 1.00 0.59
O 0.43 2.19 0.86
O 1.88 0.59 0.84
H -0.65 -0.68 0.36
H 0.27 -0.16 -1.10
H -1.07 0.86 -0.38
C -0.18 1.93 -3.83
C -0.12 1.71 -2.33
O 0.30 2.96 -1.86
C 0.54 3.79 -2.87
O 0.98 4.90 -2.79
O 0.33 3.17 -3.97
H -1.18 1.84 -4.26
H 0.53 1.23 -4.27
H 0.63 0.94 -2.14
H -1.16 1.54 -2.06
C -0.39 -0.39 2.30
C -0.66 -1.11 3.60
O -1.77 -1.05 4.12
N 0.39 -1.84 4.08
C 0.28 -2.52 5.33
H -0.19 -1.04 1.45
H 0.47 0.26 2.41
H -1.21 0.21 1.91
H 1.27 -1.40 3.90
H -0.71 -2.98 5.34
H 0.28 -1.88 6.21
H 1.11 -3.22 5.27
C 3.68 -0.25 -1.17
C 2.99 -1.56 -1.12
O 3.36 -2.47 -1.89
N 2.05 -1.73 -0.22
C 1.23 -2.84 -0.07
H 3.71 0.34 -0.25
H 3.11 0.45 -1.78
H 4.70 -0.29 -1.56
H 1.76 -0.98 0.40
H 1.85 -3.72 0.11
H 0.68 -3.14 -0.96
H 0.48 -2.48 0.63
Cl -2.69 2.55 -0.47
C -3.07 0.93 -1.05
C -4.54 0.92 -1.13
Cl -5.03 -0.70 -1.65
H -2.56 0.30 -0.32
H -2.44 0.85 -1.94
H -5.03 1.62 -1.81
H -5.12 1.18 -0.25


Here is a molecular structure, C13H25Cl3F9NO13PS2 in a non-equilibrium geometry from OMol25. Energies are from ωB97M-V/def2-TZVPD.

Values from the calculation:
spin multiplicity = 1
E_LUMO = 1.8 eV
Kohn-Sham gap = 6.050 eV
max |F| = 0.1131 hartree/bohr
electronic energy = -134983.1505 eV
net charge = -1

Element x y z (Å)
N 1.04 0.50 -0.31
H 1.29 0.21 0.63
H 1.19 -0.35 -0.88
H 1.69 1.24 -0.67
H 0.03 0.65 -0.38
C 2.82 3.19 -1.13
O 3.47 2.03 -0.53
O 1.78 2.80 -1.77
C 2.52 4.32 -0.14
F 1.88 5.32 -0.71
F 1.76 3.89 0.91
F 3.62 4.88 0.45
C 4.69 2.19 0.17
C 5.00 0.87 0.83
H 4.91 0.06 0.10
H 5.99 0.89 1.30
H 4.31 0.63 1.65
H 4.61 2.98 0.92
H 5.47 2.42 -0.56
H 3.58 3.62 -1.85
P -1.35 -0.37 -3.13
F -1.40 0.27 -4.62
F 0.26 -0.43 -3.19
F -1.26 1.11 -2.47
F -1.32 -1.01 -1.62
F -2.97 -0.29 -3.05
F -1.44 -1.86 -3.76
C -0.82 2.66 4.12
Cl 0.21 1.65 3.13
Cl -2.49 2.46 3.54
Cl -0.35 4.34 4.08
H -0.80 2.28 5.13
C 0.57 -5.88 0.05
C 1.23 -5.16 -1.10
C 0.25 -4.59 -2.14
O 0.86 -3.35 -2.49
C 1.68 -2.96 -1.51
O 2.18 -1.89 -1.41
O 1.90 -3.98 -0.63
H 0.02 -5.20 0.69
H 1.30 -6.42 0.66
H -0.12 -6.64 -0.31
H 1.98 -5.80 -1.57
H -0.72 -4.39 -1.68
H 0.23 -5.20 -3.03
C -2.69 -0.56 1.94
C -2.57 -1.23 3.31
O -1.18 -1.61 3.47
S -0.54 -1.66 2.02
O -0.91 -2.88 1.38
O 0.81 -1.28 2.12
O -1.36 -0.47 1.44
H -3.10 0.45 1.96
H -3.24 -1.16 1.22
H -3.17 -2.13 3.45
H -2.81 -0.60 4.17
C -4.53 2.24 -0.40
C -4.02 1.04 -1.22
O -2.61 1.08 -1.17
S -2.07 2.46 -0.58
O -1.96 3.43 -1.59
O -1.01 2.18 0.30
O -3.39 2.75 0.29
H -5.29 1.97 0.34
H -4.96 3.05 -0.98
H -4.36 1.17 -2.25
H -4.34 0.06 -0.89


Here is a molecular structure, C13H25ClIN2P2Pb in a non-equilibrium geometry from OMol25. Energies are from ωB97M-V/def2-TZVPD.

Values from the calculation:
spin multiplicity = 1
E_LUMO (alpha / beta) = -14.4 / -13.9 eV
Kohn-Sham gap (alpha / beta) = 4.341 / 4.759 eV
relative energy (zero: lowest compared OMol25 entry of this formula, charge and spin) = 0.0 kcal per mole
max |F| = 0.0520 hartree/bohr
electronic energy = -61283.3884 eV
net charge = +3

Element x y z (Å)
C 0.45 -0.39 -2.63
I -0.20 1.79 2.14
H 0.62 0.16 -3.57
H -0.53 -0.88 -2.62
H 1.27 -1.07 -2.40
Pb 0.32 1.08 -0.86
P -2.44 1.36 -1.15
C -3.80 0.34 -0.51
C -2.75 3.03 -0.47
H -3.69 3.42 -0.89
H -3.72 1.83 -3.15
H -1.91 3.71 -0.72
H -1.96 2.11 -3.41
H -3.89 0.45 0.58
H -2.80 2.95 0.62
C -2.71 1.46 -2.95
H -4.73 0.66 -1.00
H -2.59 0.45 -3.37
H -3.60 -0.71 -0.74
P 2.88 0.46 -0.04
C 3.27 -0.96 1.02
C 3.89 0.32 -1.54
H 3.06 2.84 0.33
H 4.58 1.98 0.78
H 3.12 1.93 1.85
C 3.48 1.95 0.82
H 3.61 1.12 -2.24
H 4.96 0.40 -1.29
H 4.35 -0.96 1.26
H 2.99 -1.89 0.52
H 3.69 -0.64 -2.03
H 2.68 -0.88 1.94
Cl 0.96 3.22 -2.12
N -1.48 -4.17 5.27
C -1.13 -3.63 4.30
C -0.80 -2.94 3.08
C 0.06 -3.48 2.12
C 0.22 -2.77 0.91
N -0.58 -1.76 0.57
C -1.41 -1.26 1.49
C -1.44 -1.72 2.80
H 0.62 -4.39 2.30
H 1.02 -3.02 0.22
H -2.06 -0.42 1.20
H -1.86 -1.09 3.57


Here is 3 unconnected molecules or ions with the total composition C13H25FN3O6S in a non-equilibrium geometry from OMol25. Energies are from ωB97M-V/def2-TZVPD.

Values from the calculation:
spin multiplicity = 1
E_LUMO = -2.9 eV
Kohn-Sham gap = 9.516 eV
max |F| = 0.0323 hartree/bohr
electronic energy = -44187.8912 eV
net charge = +1

Element x y z (Å)
C 1.64 -5.15 0.59
N 2.12 -4.09 1.48
C 1.83 -2.72 1.00
C 2.71 -2.33 -0.16
C 3.94 -1.72 0.01
S 4.77 -1.26 1.45
N 4.49 -1.58 -1.29
C 5.80 -1.02 -1.62
C 3.61 -2.07 -2.12
F 3.77 -2.13 -3.40
N 2.52 -2.52 -1.52
C 1.34 -3.13 -2.14
H 2.28 -5.31 -0.28
H 1.58 -6.09 1.12
H 0.64 -4.92 0.21
H 3.13 -4.16 1.47
H 0.77 -2.63 0.79
H 2.04 -2.05 1.82
H 4.37 0.02 1.50
H 6.01 -0.23 -0.91
H 6.55 -1.79 -1.55
H 5.76 -0.59 -2.61
H 1.55 -4.17 -2.35
H 1.03 -2.60 -3.02
H 0.56 -3.13 -1.39
C -3.62 0.28 0.79
O -2.96 0.75 -0.40
C -1.64 0.71 -0.35
O -0.97 0.32 0.57
O -1.16 1.18 -1.50
C 0.26 1.21 -1.55
H -4.69 0.37 0.60
H -3.37 -0.76 0.97
H -3.35 0.89 1.65
H 0.67 0.21 -1.42
H 0.67 1.89 -0.80
H 0.53 1.58 -2.54
C -6.83 5.53 1.48
O -5.86 4.47 1.47
C -4.60 4.89 1.41
O -4.23 6.03 1.36
O -3.80 3.81 1.41
C -2.41 4.12 1.34
H -7.80 5.05 1.54
H -6.68 6.17 2.35
H -6.76 6.12 0.57
H -2.10 4.71 2.21
H -2.18 4.66 0.43
H -1.88 3.17 1.35


Here is a molecular structure, C13H25IMgP2 in a non-equilibrium geometry from OMol25. Energies are from ωB97M-V/def2-TZVPD.

Values from the calculation:
spin multiplicity = 1
E_LUMO = -0.1 eV
Kohn-Sham gap = 6.194 eV
relative energy (zero: lowest compared OMol25 entry of this formula, charge and spin) = 33.8 kcal per mole
max |F| = 0.0440 hartree/bohr
electronic energy = -46008.9014 eV

Element x y z (Å)
C 0.82 -1.40 -4.47
C 0.81 0.13 -4.53
H 1.80 -1.79 -4.18
H 0.51 -1.81 -5.43
H 0.04 -1.85 -3.79
H 1.30 0.65 -3.68
H 1.42 0.44 -5.39
H -0.19 0.54 -4.72
Mg 0.05 -0.27 -2.28
C -1.51 1.18 -2.56
H -1.09 2.16 -2.79
H -2.34 1.31 -1.87
H -1.89 0.77 -3.50
I -0.34 -2.89 -1.65
C 1.02 2.72 -0.13
P -0.05 1.26 0.10
C -1.67 2.01 0.58
C 0.41 0.84 1.87
C 0.45 1.78 2.90
C 0.64 1.35 4.23
C 0.81 0.00 4.52
C 0.78 -0.95 3.49
C 0.55 -0.54 2.18
P 0.19 -1.76 0.85
C 0.96 -3.24 1.57
C -1.62 -1.98 1.20
H 0.99 3.01 -1.19
H 2.03 2.41 0.14
H 0.71 3.55 0.51
H -2.24 1.27 1.16
H -1.53 2.90 1.19
H -2.25 2.27 -0.31
H 0.32 2.85 2.74
H 0.68 2.07 5.04
H 0.96 -0.34 5.54
H 0.94 -1.99 3.75
H 0.46 -3.56 2.49
H 0.96 -4.06 0.83
H 2.01 -2.99 1.81
H -1.77 -1.99 2.29
H -2.16 -1.14 0.76
H -1.97 -2.91 0.74


Here is a single C13H25N2O3 molecule in a non-equilibrium geometry from OMol25. Energies are from ωB97M-V/def2-TZVPD.

Values from the calculation:
spin multiplicity = 2
E_LUMO (alpha / beta) = 0.5 / 0.5 eV
Kohn-Sham gap (alpha / beta) = 8.617 / 9.705 eV
max |F| = 0.0283 hartree/bohr
electronic energy = -23007.4616 eV

Element x y z (Å)
C 3.04 -0.54 1.80
N 2.63 -0.97 0.45
C 1.37 -1.75 0.43
C 0.16 -1.01 -0.22
C -0.71 -2.09 -0.90
C -1.45 -2.99 0.06
O -0.97 -3.49 1.06
O -2.76 -3.23 -0.24
C 0.61 0.00 -1.31
C 0.53 1.49 -0.94
C 0.82 2.28 -2.23
C 1.60 1.93 0.07
N -0.82 1.86 -0.43
O -1.60 2.45 -1.27
C -1.52 0.86 0.43
C -2.76 0.31 -0.29
C -2.03 1.61 1.70
C -0.57 -0.24 0.89
H 3.75 -1.23 2.25
H 2.18 -0.44 2.46
H 3.55 0.42 1.73
H 3.34 -1.62 0.15
H 1.10 -2.06 1.44
H 1.55 -2.67 -0.12
H -0.04 -2.73 -1.48
H -1.39 -1.66 -1.63
H -2.96 -2.86 -1.10
H 1.63 -0.19 -1.61
H 0.00 -0.15 -2.20
H 0.65 3.34 -2.08
H 1.87 2.15 -2.46
H 0.25 1.91 -3.07
H 1.51 3.01 0.17
H 1.44 1.52 1.06
H 2.59 1.71 -0.31
H -3.56 1.03 -0.23
H -3.06 -0.60 0.22
H -2.55 0.06 -1.32
H -2.92 1.11 2.07
H -2.26 2.64 1.44
H -1.27 1.58 2.48
H -1.16 -0.90 1.53
H 0.20 0.17 1.54


- Which value of spin multiplicity does entry 4 give?
  1


Copy entry 7 word for word.
Here is a molecular structure, C13H25IMgP2 in a non-equilibrium geometry from OMol25. Energies are from ωB97M-V/def2-TZVPD.

Values from the calculation:
spin multiplicity = 1
E_LUMO = -0.1 eV
Kohn-Sham gap = 6.194 eV
relative energy (zero: lowest compared OMol25 entry of this formula, charge and spin) = 33.8 kcal per mole
max |F| = 0.0440 hartree/bohr
electronic energy = -46008.9014 eV

Element x y z (Å)
C 0.82 -1.40 -4.47
C 0.81 0.13 -4.53
H 1.80 -1.79 -4.18
H 0.51 -1.81 -5.43
H 0.04 -1.85 -3.79
H 1.30 0.65 -3.68
H 1.42 0.44 -5.39
H -0.19 0.54 -4.72
Mg 0.05 -0.27 -2.28
C -1.51 1.18 -2.56
H -1.09 2.16 -2.79
H -2.34 1.31 -1.87
H -1.89 0.77 -3.50
I -0.34 -2.89 -1.65
C 1.02 2.72 -0.13
P -0.05 1.26 0.10
C -1.67 2.01 0.58
C 0.41 0.84 1.87
C 0.45 1.78 2.90
C 0.64 1.35 4.23
C 0.81 0.00 4.52
C 0.78 -0.95 3.49
C 0.55 -0.54 2.18
P 0.19 -1.76 0.85
C 0.96 -3.24 1.57
C -1.62 -1.98 1.20
H 0.99 3.01 -1.19
H 2.03 2.41 0.14
H 0.71 3.55 0.51
H -2.24 1.27 1.16
H -1.53 2.90 1.19
H -2.25 2.27 -0.31
H 0.32 2.85 2.74
H 0.68 2.07 5.04
H 0.96 -0.34 5.54
H 0.94 -1.99 3.75
H 0.46 -3.56 2.49
H 0.96 -4.06 0.83
H 2.01 -2.99 1.81
H -1.77 -1.99 2.29
H -2.16 -1.14 0.76
H -1.97 -2.91 0.74


- What is the formula in the eighth record?
  C13H25N2O3


Copy entry 2 word for word.
Here is a molecular structure, C13H24N4O5S2Tb in a non-equilibrium geometry from OMol25. Energies are from ωB97M-V/def2-TZVPD.

Values from the calculation:
spin multiplicity = 7
E_LUMO (alpha / beta) = -2.9 / -2.9 eV
Kohn-Sham gap (alpha / beta) = 5.273 / 4.664 eV
relative energy (zero: lowest compared OMol25 entry of this formula, charge and spin) = 0.0 kcal per mole
max |F| = 0.0575 hartree/bohr
electronic energy = -74164.1818 eV
net charge = +1

Element x y z (Å)
O 4.09 2.00 -2.10
H 4.56 2.67 -2.61
Tb 0.19 0.05 0.24
N -1.64 -0.52 -0.86
N 0.70 -0.37 -1.98
O -3.01 -0.37 -0.38
O 2.01 -0.62 -2.54
C -1.59 -0.94 -2.15
C -0.28 -0.94 -2.72
C -2.84 -1.32 -2.83
C -0.01 -1.50 -4.07
H -3.69 -0.83 -2.34
H -2.99 -2.41 -2.77
H -2.82 -1.02 -3.89
H 1.03 -1.82 -4.18
H -0.22 -0.75 -4.85
H -0.67 -2.37 -4.26
H -2.99 -0.24 0.59
H 2.59 0.14 -2.31
O 0.53 -2.41 0.32
H -0.39 -2.76 0.36
H 0.97 -2.91 -0.41
C 2.96 2.65 -1.52
H 2.88 2.39 -0.45
H 2.07 2.28 -2.05
H 3.03 3.75 -1.62
O -1.14 2.02 0.02
H -1.87 1.94 -0.63
H -1.38 2.66 0.72
C 1.41 3.99 1.07
C 1.67 2.83 1.97
N 1.00 1.68 1.93
C 1.09 1.00 3.17
C 1.99 1.59 4.04
S 2.70 3.04 3.38
C 0.14 -0.06 3.46
C -0.16 -0.58 4.71
S -1.53 -1.64 4.65
C -1.62 -1.41 2.92
N -0.71 -0.58 2.43
C -2.58 -2.22 2.14
H 0.76 4.73 1.57
H 2.36 4.48 0.83
H 0.91 3.64 0.16
H 2.24 1.19 5.02
H 0.44 -0.40 5.59
H -2.42 -3.27 2.41
H -3.61 -1.95 2.45
H -2.50 -2.10 1.06